ORCA calculation (wB97M-V/def2-TZVPD) on a molecular structure, C11H8CoF3N3O2S3.

Output
Orbital gap (spin up / spin down) ... 7.047 / 7.137 eV
Charge ... 0
Highest occupied orbital energy (spin up / spin down) ... -0.299 / -0.301 hartree
Energy ... -98386.8954 eV
2S+1 ... 2

Atoms and positions in Å:
Co1 0.39384 -0.10991 0.28418
S1 1.48178 -0.33213 3.61502
S2 2.56099 0.31290 -0.21526
S3 3.67688 3.13470 -0.21375
F1 0.49540 -4.69646 0.17666
F2 -0.81992 -4.28095 -1.48998
F3 1.33037 -4.29230 -1.77744
O1 0.29585 -1.65460 -1.56780
O2 0.46242 -2.08755 0.59020
N1 -1.60849 -0.07142 0.28448
N2 1.18104 2.62989 -0.01993
N3 0.15498 1.75632 0.10224
C1 -1.03250 2.20793 0.29466
C2 -3.42057 1.47153 0.52257
C3 -3.84433 -0.87223 0.33901
C4 -4.31961 0.41847 0.50017
C5 0.81444 -0.01382 2.29039
C6 0.38379 -2.43829 -0.62687
C7 4.94759 2.16517 -1.04151
C8 -2.06814 1.19578 0.39350
C9 0.35841 -3.95247 -0.92502
C10 2.33383 2.01734 -0.15602
C11 -2.47656 -1.07326 0.23942
H1 -5.38076 0.60533 0.59612
H2 -1.22541 3.27143 0.36230
H3 4.67444 1.97671 -2.07659
H4 5.13147 1.22767 -0.52354
H5 -3.75416 2.49528 0.62125
H6 -4.51316 -1.71912 0.29334
H7 -2.06299 -2.06671 0.13546
H8 5.84911 2.77478 -1.00727


ORCA calculation (wB97M-V/def2-TZVPD) on a molecular structure, C11H8F5I2N2S.

Output
Orbital gap ... 5.992 eV
Charge ... -1
Highest occupied orbital energy ... -0.133 hartree
Energy ... -55142.8064 eV

Atoms and positions in Å:
I1 -0.60966 -1.13350 -2.55517
I2 -0.30144 0.81559 3.22219
S1 -4.59556 -2.53039 -0.66520
F1 4.39774 -1.68912 -0.09578
F2 1.78097 -0.58422 1.13418
F3 4.42568 0.33861 -0.85451
F4 4.18640 -0.02891 1.24848
F5 2.02957 -1.80119 -0.64447
N1 -3.91887 -2.43333 0.78810
N2 -3.80139 -1.33470 -1.45512
C1 -2.97509 -0.85791 -0.54702
C2 -2.21762 -0.96833 1.81736
C3 1.65353 0.48667 -1.00490
C4 -1.26861 0.71707 0.28830
C5 -3.02573 -1.44152 0.76278
C6 2.28202 -0.57788 -0.12466
C7 1.17220 1.70989 -0.18644
C8 -0.35827 1.91608 0.03974
C9 -2.04648 0.23583 -0.75571
C10 -1.40609 0.09165 1.55632
C11 3.84870 -0.47486 0.02967
H1 1.69302 1.75985 0.77159
H2 0.77817 0.00464 -1.55227
H3 -2.28804 -1.40130 2.80306
H4 1.49493 2.60282 -0.73117
H5 -0.84094 2.48992 -0.75194
H6 -2.00448 0.72281 -1.71041
H7 -0.41018 2.51825 0.95245
H8 2.32554 0.84747 -1.77944


ORCA calculation (wB97M-V/def2-TZVPD) on C11H8N2O in the gas phase.

Output
Orbital gap ... 8.836 eV
Charge ... 0
SMILES ... C[C@](C#N)(C(=O)C#N)c1ccccc1
Highest occupied orbital energy ... -0.356 hartree
Energy ... -16561.3210 eV

Atoms and positions in Å:
O1 0.80512 -2.04783 1.01954
N1 4.05720 -1.18270 1.51644
N2 1.11021 2.03444 2.38833
C1 1.10482 1.40176 1.44504
C2 -0.41088 0.16790 -0.12282
C3 1.95036 0.83654 -0.83884
C4 -0.71762 -0.68733 -1.16737
C5 2.92878 -1.12945 1.33705
C6 -2.02714 -0.79287 -1.64103
C7 -2.98376 -0.32882 -0.74927
C8 1.49966 -1.09466 1.06136
C9 0.98172 0.48796 0.33336
C10 -1.43936 0.59310 0.70954
C11 -2.76439 0.31150 0.44827
H1 -4.07302 -0.50442 -1.10248
H2 -3.56687 0.26115 1.26135
H3 -1.14792 1.33602 1.44758
H4 -2.19304 -1.25086 -2.63857
H5 1.68497 0.31558 -1.66913
H6 2.02354 1.88073 -0.99092
H7 0.19093 -1.15845 -1.62337
H8 2.98670 0.55069 -0.42406


ORCA calculation (wB97M-V/def2-TZVPD) on C11H8N2O in the gas phase.

Output
Orbital gap ... 7.724 eV
Charge ... 0
SMILES ... O=C1[C@H]2CN=C3C=Cc4[nH]ccc4[C@@]132
Highest occupied orbital energy ... -0.272 hartree
Energy ... -16560.9129 eV

Atoms and positions in Å:
O1 -1.66817 -1.90077 1.58010
N1 2.94289 0.08808 0.21359
N2 -2.24258 1.41755 -0.32324
C1 -1.10063 1.14733 0.14813
C2 1.68077 0.55284 0.22476
C3 2.94206 -1.20796 -0.20503
C4 1.67542 -1.59462 -0.48549
C5 -2.92806 0.28316 -0.79056
C6 -0.59934 -0.26623 -0.15071
C7 0.83298 -0.45541 -0.23099
C8 -0.22036 2.02736 0.85146
C9 -1.50873 -1.38876 0.51175
C10 -1.85690 -0.91015 -0.85847
C11 1.11968 1.72443 0.93981
H1 3.62906 0.79383 0.37291
H2 1.23223 -2.59654 -0.81380
H3 -0.56593 2.82438 1.32310
H4 -3.30846 0.32983 -1.86335
H5 -3.82056 0.16388 -0.14569
H6 3.78770 -1.79215 -0.22791
H7 1.64993 2.42729 1.50921
H8 -1.67299 -1.66737 -1.57961